# 1
17
Properties=species:S:1:pos:R:3:forces:R:3 method="wB97M-V/def2-TZVPD" homo_lumo_gap_ev=9.0 lumo_energy_ha=0.029 energy_ev=-9902.379 e_above_lowest_kcal_mol=74.4
C 0.622962 0.091410 -0.498005 -2.1 0.4 1.2
C -0.131553 0.690984 -1.671893 0.3 -0.2 -0.1
C -0.558819 -1.278699 0.723468 0.4 -1.2 -1.1
C -0.680253 0.108593 0.923546 1.4 1.1 -1.5
N 1.915089 0.596033 -0.345034 1.0 0.5 0.1
C 0.472331 -1.331255 -0.181737 -0.6 -0.4 1.1
C -1.107468 1.041133 1.748895 -0.2 0.0 0.2
O -1.400916 -2.242490 1.179269 0.2 0.1 0.3
H -1.237068 -3.062601 0.697801 0.0 0.1 0.1
H 2.275021 1.214637 -1.056708 -0.4 0.2 0.1
H 2.209495 0.883632 0.575596 -0.1 -0.3 0.0
H 1.184930 -2.120606 -0.379475 -0.1 -0.1 -0.3
H -0.254573 1.768165 -1.546450 0.0 0.0 0.1
H 0.432640 0.518472 -2.594634 0.0 0.0 -0.1
H -1.111868 0.234072 -1.770383 0.0 0.0 0.0
H -1.121287 2.087376 1.467661 0.3 0.0 0.0
H -1.508666 0.801146 2.728083 -0.1 -0.1 0.0



# 2
17
Properties=species:S:1:pos:R:3:forces:R:3 method="wB97M-V/def2-TZVPD" homo_lumo_gap_ev=8.9 lumo_energy_ha=-0.015 energy_ev=-9898.565 e_above_lowest_kcal_mol=162.3
C -1.866862 -0.759398 -1.419966 -1.4 6.1 -1.0
C -0.765940 -0.507259 -0.453114 2.1 -1.2 -1.2
C -0.829382 -0.253339 0.816816 -3.9 1.9 3.9
C 0.153744 0.028151 1.912159 1.7 0.0 1.9
C 1.382271 0.592889 1.785317 -0.4 3.1 1.8
C 0.694932 -0.593045 -0.844046 4.5 -3.1 0.4
H -1.516463 -0.326487 -2.415670 -0.5 -0.1 1.1
H -1.966725 -1.737590 -1.695904 -0.9 -2.8 0.1
H -2.930929 -0.044030 -1.175321 3.1 -2.7 -0.5
H -1.952715 0.037428 1.123993 2.4 -1.0 -0.2
H -0.003083 -0.185180 3.078292 -0.8 0.2 -3.0
H 1.761167 1.043967 0.836989 -0.2 -0.8 0.9
H 1.831189 1.202203 2.782668 -0.9 -2.4 -2.7
H 2.548417 0.971082 -1.156581 -4.1 -1.8 -2.0
H 0.853784 1.467817 -1.055258 -0.5 -2.0 -1.7
N 1.088286 0.600256 -1.689339 4.0 1.4 4.9
O 1.518309 -1.537468 -0.431036 -4.5 5.3 -2.7